Entry 1:
The following is a quantum chemistry calculation of 2 unconnected molecules or ions with the total composition C9H14 in a non-equilibrium geometry, from OMol25.

```
23
Properties=species:S:1:pos:R:3
C -0.41 -0.52 2.63
C -1.47 -1.54 2.31
H -0.84 0.46 2.75
H 0.10 -0.78 3.57
H 0.21 -0.31 1.77
H -1.13 -2.55 2.28
H -1.93 -1.29 1.28
H -2.25 -1.52 3.14
C -1.45 -0.49 -1.61
C -0.06 0.15 -1.48
C 0.92 -0.48 -0.68
C 0.19 1.38 -2.08
C 2.09 0.25 -0.45
C 1.36 2.13 -1.78
C 2.21 1.58 -0.84
H -2.19 0.30 -1.52
H -1.67 -1.27 -0.90
H 0.63 -1.42 -0.23
H -0.41 1.76 -2.91
H 2.93 -0.21 0.09
H 1.68 3.05 -2.23
H 3.06 2.17 -0.48
H -1.57 -0.84 -2.64
```

* structure (SMILES): Cc1ccccc1.CC
* electronic energy: -9559.382 eV
* LUMO: 1.0 eV

Entry 2:
The following is a quantum chemistry calculation of 2 unconnected molecules or ions with the total composition C9H14 in a non-equilibrium geometry, from OMol25.

```
23
Properties=species:S:1:pos:R:3
C -0.50 1.76 0.97
C 2.57 -0.23 -0.24
C 2.57 0.18 -1.59
C 1.61 0.31 0.65
C 0.64 1.30 0.25
C 1.53 1.04 -2.02
C 0.64 1.58 -1.14
H 3.37 -0.95 0.15
H 3.16 -0.34 -2.25
H 1.56 0.16 1.65
H 1.44 1.18 -3.09
H -0.56 1.03 1.82
H -1.46 1.48 0.43
H -0.20 2.21 -1.42
H -0.46 2.82 1.28
C -1.33 -1.70 0.16
C -2.63 -1.60 0.89
H -0.79 -0.80 0.32
H -0.70 -2.48 0.64
H -1.54 -1.88 -0.78
H -3.27 -2.56 0.46
H -3.21 -0.69 0.86
H -2.44 -1.82 1.98
```

* structure (SMILES): Cc1ccccc1.CC
* electronic energy: -9558.339 eV
* LUMO: 1.0 eV

Entry 3:
The following is a quantum chemistry calculation of 2 unconnected molecules or ions with the total composition C9H14 in a non-equilibrium geometry, from OMol25.

```
23
Properties=species:S:1:pos:R:3
C 1.90 0.56 -2.14
C -0.22 -1.31 0.25
C 0.60 -2.39 0.55
C 0.20 -0.43 -0.71
C 1.42 -0.56 -1.38
C 1.76 -2.69 -0.16
C 2.14 -1.73 -1.11
H -1.21 -1.16 0.66
H 0.22 -3.06 1.32
H -0.36 0.32 -0.92
H 2.38 -3.62 -0.23
H 1.83 1.54 -1.72
H 1.47 0.71 -3.11
H 3.19 -1.89 -1.43
H 3.03 0.38 -2.26
C -2.49 1.20 1.73
C -2.14 2.61 1.44
H -2.95 0.78 0.83
H -1.61 0.60 1.93
H -3.19 1.14 2.56
H -1.06 2.75 1.33
H -2.60 2.86 0.45
H -2.32 3.38 2.14
```

* structure (SMILES): Cc1ccccc1.CC
* electronic energy: -9558.705 eV
* LUMO: 1.0 eV

Entry 4:
The following is a quantum chemistry calculation of 2 unconnected molecules or ions with the total composition C9H14 in a non-equilibrium geometry, from OMol25.

```
23
Properties=species:S:1:pos:R:3
C 2.03 0.36 3.56
C 0.76 0.05 2.63
H 1.81 0.99 4.43
H 2.61 -0.44 3.84
H 2.72 0.91 2.77
H 1.13 -0.42 1.62
H 0.10 0.88 2.57
H 0.12 -0.78 2.93
C -1.53 1.21 -3.26
C -0.12 -1.50 -0.16
C -1.23 -0.66 0.04
C 0.72 -1.19 -1.26
C -1.78 0.12 -0.99
C 0.23 -0.30 -2.20
C -1.04 0.31 -2.09
H 0.31 -2.13 0.63
H -1.73 -0.71 0.97
H 1.72 -1.68 -1.33
H -2.72 0.61 -0.84
H 0.86 0.02 -3.06
H -2.56 1.45 -3.13
H -1.55 0.69 -4.28
H -0.86 2.20 -3.40
```

* structure (SMILES): Cc1ccccc1.CC
* electronic energy: -9558.686 eV
* LUMO: 1.0 eV

Entry 5:
The following is a quantum chemistry calculation of 2 unconnected molecules or ions with the total composition C9H14 in a non-equilibrium geometry, from OMol25.

```
23
Properties=species:S:1:pos:R:3
C 1.12 2.03 -0.51
C 0.20 -0.34 -0.44
C 1.10 0.60 -0.95
C 0.27 -1.65 -0.86
C 1.31 -2.09 -1.71
C 2.14 0.16 -1.76
C 2.31 -1.20 -2.06
H -0.63 0.00 0.19
H -0.42 -2.42 -0.49
H 0.20 2.34 0.02
H 1.13 2.70 -1.39
H 1.34 -3.18 -1.84
H 2.83 0.93 -2.12
H 3.26 -1.47 -2.54
H 2.03 2.33 0.01
C -2.47 -0.37 1.62
C -1.98 0.82 2.45
H -2.55 -1.23 2.31
H -3.51 -0.31 1.37
H -2.00 -0.88 0.74
H -0.99 1.10 2.10
H -1.95 0.50 3.50
H -2.72 1.63 2.36
```

* structure (SMILES): Cc1ccccc1.CC
* electronic energy: -9559.223 eV
* LUMO: 1.0 eV

Entry 6:
The following is a quantum chemistry calculation of 2 unconnected molecules or ions with the total composition C9H14 in a non-equilibrium geometry, from OMol25.

```
23
Properties=species:S:1:pos:R:3
C 0.21 -2.30 -1.23
C -1.21 -2.87 -1.31
H 0.19 -1.27 -1.58
H 0.73 -2.44 -0.29
H 0.86 -2.74 -1.97
H -1.24 -3.75 -1.96
H -1.98 -2.17 -1.62
H -1.52 -3.31 -0.36
C -1.16 2.83 -0.10
C 1.60 -0.03 1.24
C 0.23 -0.36 1.33
C 2.05 1.29 0.96
C -0.62 0.62 0.94
C 1.19 2.27 0.58
C -0.19 1.90 0.49
H 2.33 -0.73 1.64
H -0.20 -1.31 1.61
H 3.12 1.44 0.99
H -1.69 0.43 0.86
H 1.56 3.28 0.45
H -1.79 2.28 -0.76
H -0.71 3.67 -0.62
H -1.77 3.26 0.70
```

* 2S+1: 2
* electronic energy: -9551.016 eV
* net charge: +1
* LUMO (spin up / spin down): -4.4 / -8.1 eV
* expectation value of S²: 0.77

Entry 7:
The following is a quantum chemistry calculation of 2 unconnected molecules or ions with the total composition C9H14 in a non-equilibrium geometry, from OMol25.

```
23
Properties=species:S:1:pos:R:3
C -1.58 -2.56 -0.68
C -0.55 -2.80 0.44
H -2.28 -1.76 -0.48
H -1.08 -2.35 -1.63
H -2.09 -3.49 -0.94
H -0.02 -1.88 0.67
H -0.91 -3.15 1.40
H 0.24 -3.38 -0.03
C -0.75 1.67 1.82
C -0.09 0.38 -0.23
C 0.07 1.53 0.58
C 0.80 0.21 -1.29
C 1.08 2.50 0.34
C 1.82 1.11 -1.50
C 1.76 2.39 -0.83
H -0.85 -0.35 -0.02
H 0.85 -0.81 -1.66
H -0.06 1.46 2.66
H -1.70 1.16 1.93
H 1.29 3.31 1.02
H 2.53 0.87 -2.29
H 2.36 3.20 -1.24
H -0.84 2.75 1.97
```

* 2S+1: 2
* electronic energy: -9550.613 eV
* net charge: +1
* LUMO (spin up / spin down): -4.3 / -8.1 eV
* expectation value of S²: 0.77

Entry 8:
The following is a quantum chemistry calculation of 2 unconnected molecules or ions with the total composition C9H14 in a non-equilibrium geometry, from OMol25.

```
23
Properties=species:S:1:pos:R:3
C -0.60 1.04 1.60
C 1.75 1.14 0.77
C 0.39 0.92 0.52
C 2.68 0.89 -0.21
C -0.07 0.50 -0.78
C 2.23 0.59 -1.52
C 0.88 0.41 -1.79
H 2.08 1.45 1.75
H 3.71 0.80 0.11
H -0.68 0.28 2.39
H -1.66 1.10 1.31
H -1.03 0.01 -0.86
H 2.91 0.46 -2.35
H 0.53 0.28 -2.80
H -0.53 2.01 2.11
C -3.04 -2.44 -0.25
C -2.42 -1.93 1.06
H -3.61 -3.35 -0.07
H -3.75 -1.72 -0.66
H -2.25 -2.67 -0.96
H -3.15 -1.36 1.63
H -1.49 -1.44 0.77
H -2.05 -2.73 1.71
```

* 2S+1: 2
* electronic energy: -9550.756 eV
* net charge: +1
* LUMO (spin up / spin down): -4.5 / -8.4 eV
* expectation value of S²: 0.77